Entry 1:
Entry from the OMol25 dataset: C28H26N4O7Y as an isolated structure (ωB97M-V/def2-TZVPD).

Properties
HOMO level (alpha / beta): -0.4282 / -0.4321 Ha
orbital gap (alpha / beta): 7.75 / 5.99 eV
charge: +1
spin multiplicity: 1

Each line ends with the Mulliken charge.
Cartesian coordinates (Å):
Y1 0.43 0.19 -0.03  0.57
C1 -1.49 3.28 2.70  -1.53
C2 -0.56 2.30 3.41  0.16
C3 -0.20 2.80 4.81  -1.55
C4 0.71 2.01 2.63  1.01
C5 1.24 0.72 2.63  -0.37
C6 2.43 0.43 1.95  -1.02
C7 3.12 1.42 1.25  1.28
C8 4.40 1.12 0.52  -1.58
C9 2.58 2.71 1.26  -0.97
C10 1.41 3.00 1.93  -0.16
H1 -2.44 3.35 3.24  0.46
H2 -1.70 2.98 1.67  0.24
H3 -1.07 4.28 2.68  0.36
H4 -1.09 1.35 3.52  0.25
H5 0.35 3.74 4.75  0.35
H6 0.42 2.07 5.34  0.38
H7 -1.10 2.97 5.39  0.44
H8 0.74 -0.07 3.17  0.43
H9 2.82 -0.59 1.97  0.41
H10 4.40 0.11 0.10  0.28
H11 5.25 1.17 1.22  0.39
H12 4.58 1.83 -0.28  0.39
H13 3.08 3.50 0.71  0.42
H14 1.01 4.00 1.89  0.36
C11 -3.90 -2.88 1.04  -0.54
C12 -3.08 -3.87 0.49  -0.83
C13 -1.73 -3.66 0.34  -0.40
C14 -1.15 -2.43 0.74  0.81
C15 -2.01 -1.43 1.27  0.60
C16 -3.35 -1.66 1.42  -0.93
N1 0.15 -2.09 0.56  0.16
C17 1.17 -2.97 0.24  0.48
C18 1.28 -4.26 0.78  -0.35
C19 2.36 -5.06 0.46  -0.73
C20 3.35 -4.59 -0.40  -0.54
C21 3.26 -3.31 -0.93  -1.08
C22 2.19 -2.50 -0.60  -0.16
H15 -4.96 -3.05 1.14  0.42
H16 -3.51 -4.80 0.15  0.41
H17 -1.12 -4.39 -0.16  0.64
H18 -1.61 -0.47 1.61  -0.25
H19 -3.99 -0.89 1.83  0.48
H20 0.53 -4.60 1.49  0.64
H21 2.44 -6.04 0.90  0.41
H22 4.19 -5.22 -0.65  0.42
H23 4.02 -2.95 -1.60  0.46
H24 2.15 -1.52 -1.09  0.73
O1 -1.64 4.34 -5.76  -0.62
N2 -2.08 3.21 -5.85  1.04
O2 -2.78 2.80 -6.75  -0.60
C23 -1.74 2.28 -4.77  -0.44
C24 -0.94 2.71 -3.73  -0.53
C25 -0.64 1.82 -2.74  0.34
C26 -1.10 0.48 -2.73  1.11
O3 -0.78 -0.31 -1.73  -0.27
C27 -1.90 0.10 -3.81  -0.71
C28 -2.23 0.99 -4.82  -0.48
N3 -2.45 -1.26 -3.92  0.97
O4 -3.42 -1.41 -4.64  -0.59
O5 -1.91 -2.15 -3.30  -0.55
N4 0.16 2.16 -1.59  0.47
O6 1.36 1.59 -1.52  -0.66
O7 -0.47 2.22 -0.43  -0.58
H25 -0.58 3.73 -3.71  0.59
H26 -2.86 0.67 -5.63  0.62


Entry 2:
Entry from the OMol25 dataset: a single C28H26N6O3 molecule (ωB97M-V/def2-TZVPD).

Properties
HOMO level: -0.3098 Ha
orbital gap: 8.88 eV
energy above the lowest of the compared OMol25 structures with the same formula, charge and spin: 5.4 kcal per mole
spin multiplicity: 1
SMILES string: Cc1cc(C)cc(N(C(=O)Cn2nnc3ccccc32)[C@H](C(=O)NCc2ccco2)c2ccncc2)c1

Each line ends with the Mulliken charge.
Cartesian coordinates (Å):
C1 -1.72 -0.63 3.81  -1.65
C2 -2.05 -1.03 2.41  0.54
C3 -3.24 -1.67 2.10  -0.64
C4 -3.57 -2.01 0.79  0.60
C5 -4.86 -2.70 0.50  -1.67
C6 -2.69 -1.68 -0.23  -0.29
C7 -1.50 -1.03 0.08  -2.20
N1 -0.57 -0.70 -0.97  1.16
C8 -0.56 0.53 -1.48  1.24
O1 0.29 0.97 -2.25  -0.74
C9 -1.71 1.46 -1.05  -1.60
N2 -1.44 2.06 0.23  0.91
N3 -2.23 1.86 1.29  -0.60
N4 -1.79 2.48 2.30  -0.74
C10 -0.64 3.14 1.95  0.51
C11 0.21 3.97 2.67  -0.77
C12 1.28 4.51 1.98  -0.66
C13 1.51 4.23 0.63  -0.54
C14 0.69 3.40 -0.10  -0.83
C15 -0.40 2.86 0.58  1.13
C16 0.35 -1.80 -1.26  0.76
C17 1.82 -1.55 -0.82  -0.08
O2 2.36 -2.35 -0.09  -0.68
N5 2.40 -0.47 -1.34  0.04
C18 3.71 -0.05 -0.88  -1.13
C19 3.62 0.82 0.33  0.13
C20 2.96 0.64 1.51  0.25
C21 3.24 1.78 2.30  -0.74
C22 4.05 2.57 1.54  -0.65
O3 4.28 2.00 0.35  -0.39
C23 0.35 -2.34 -2.67  -0.01
C24 0.32 -1.57 -3.83  -0.38
C25 0.36 -2.21 -5.06  -0.58
N6 0.44 -3.52 -5.21  -0.65
C26 0.48 -4.26 -4.11  -0.54
C27 0.44 -3.73 -2.83  -0.27
C28 -1.16 -0.73 1.38  0.40
H1 -2.37 -1.12 4.53  0.42
H2 -0.68 -0.86 4.05  0.35
H3 -1.85 0.45 3.90  0.32
H4 -3.93 -1.91 2.89  0.44
H5 -5.70 -2.05 0.77  0.35
H6 -4.94 -2.95 -0.56  0.37
H7 -4.95 -3.61 1.08  0.37
H8 -2.91 -1.92 -1.26  0.43
H9 -1.79 2.24 -1.81  0.44
H10 -2.65 0.92 -0.96  0.46
H11 0.03 4.19 3.71  0.47
H12 1.96 5.17 2.50  0.40
H13 2.36 4.69 0.14  0.42
H14 0.87 3.18 -1.14  0.51
H15 0.02 -2.62 -0.61  0.34
H16 1.83 0.19 -1.87  0.22
H17 4.28 -0.95 -0.65  0.37
H18 4.21 0.50 -1.69  0.35
H19 2.37 -0.21 1.79  0.72
H20 2.89 1.98 3.29  0.51
H21 4.52 3.51 1.73  0.56
H22 0.27 -0.50 -3.79  0.54
H23 0.33 -1.64 -5.98  0.39
H24 0.55 -5.33 -4.26  0.39
H25 0.48 -4.38 -1.97  0.46
H26 -0.22 -0.25 1.60  0.76


Entry 3:
Entry from the OMol25 dataset: C28H26NNiOP2S2 as an isolated structure (ωB97M-V/def2-TZVPD).

Properties
HOMO level (alpha / beta): -0.1517 / -0.1515 Ha
orbital gap (alpha / beta): 6.93 / 6.92 eV
charge: -1
energy above the lowest of the compared OMol25 structures with the same formula, charge and spin: 0.0 kcal per mole
spin multiplicity: 1

Each line ends with the Mulliken charge.
Cartesian coordinates (Å):
Ni1 -0.38 -2.37 0.52  -0.05
S1 1.80 -2.21 -0.27  -0.90
P1 1.21 -0.30 0.04  1.79
C1 -0.33 -0.26 0.63  -1.12
P2 -1.88 -0.26 0.06  1.75
S2 -2.66 -2.11 0.31  -0.78
C2 -2.01 0.25 -1.70  0.30
C3 -2.60 1.44 -2.12  -0.19
C4 -2.53 1.82 -3.46  -0.73
C5 -1.86 1.03 -4.38  -0.52
C6 -1.27 -0.16 -3.96  -0.69
C7 -1.35 -0.55 -2.64  -0.24
C8 -2.93 0.97 0.90  -0.06
C9 -2.34 2.00 1.60  -0.15
C10 -3.12 2.97 2.23  -0.67
C11 -4.50 2.90 2.15  -0.40
C12 -5.10 1.85 1.45  -0.67
C13 -4.32 0.89 0.83  -0.18
C14 2.36 0.42 1.27  0.29
C15 2.01 0.34 2.62  -0.40
C16 2.88 0.81 3.59  -0.70
C17 4.10 1.37 3.23  -0.39
C18 4.45 1.45 1.89  -0.66
C19 3.59 0.97 0.91  -0.35
C20 1.54 0.70 -1.46  -0.14
C21 2.32 0.23 -2.51  -0.38
C22 2.49 0.99 -3.65  -0.63
C23 1.88 2.23 -3.76  -0.48
C24 1.10 2.71 -2.71  -0.58
C25 0.93 1.95 -1.57  -0.08
H1 -3.11 2.07 -1.41  0.28
H2 -2.99 2.75 -3.77  0.39
H3 -1.79 1.34 -5.41  0.37
H4 -0.74 -0.78 -4.67  0.40
H5 -0.88 -1.47 -2.30  0.20
H6 -1.25 2.02 1.67  0.31
H7 -2.65 3.77 2.78  0.40
H8 -5.11 3.65 2.64  0.36
H9 -6.18 1.79 1.40  0.38
H10 -4.78 0.06 0.31  0.33
H11 1.05 -0.10 2.88  0.34
H12 2.60 0.75 4.64  0.40
H13 4.77 1.74 3.99  0.36
H14 5.40 1.88 1.60  0.38
H15 3.87 1.03 -0.13  0.34
H16 2.76 -0.76 -2.43  0.38
H17 3.09 0.61 -4.47  0.40
H18 2.00 2.83 -4.66  0.36
H19 0.60 3.67 -2.80  0.42
H20 0.30 2.30 -0.76  0.31
N1 2.07 -4.83 3.37  -0.51
C26 1.05 -4.23 2.65  0.66
O1 0.46 -3.27 3.10  -0.58
C27 0.76 -4.89 1.32  -0.87
C28 -0.44 -4.30 0.58  -0.99
H21 2.46 -4.25 4.10  0.26
H22 2.73 -5.38 2.86  0.22
H23 0.67 -5.97 1.51  0.45
H24 1.67 -4.77 0.72  0.33
H25 -1.36 -4.61 1.09  0.55
H26 -0.47 -4.71 -0.43  0.36